50
Properties=species:S:1:pos:R:3:lowdin_charge:R:1 method="wB97M-V/def2-TZVPD" total_charge=+2 mol_weight_g_mol=567.7 fmax_ha_per_bohr=0.048 homo_lumo_gap_ev=3.457 relative_energy_kcal_mol=0.00 multiplicity=1
Tl 0.320 -0.435 -0.208 1.512
F 2.240 -1.628 1.285 -0.322
O 0.307 -3.328 -0.106 0.060
C 0.809 -4.430 -0.160 -0.435
O 0.517 -5.242 -1.163 0.083
C 1.339 -6.409 -1.205 -0.103
C 2.299 -6.320 0.004 -0.105
C 1.770 -5.111 0.767 -0.046
H 1.966 -6.281 -2.087 0.134
H 0.838 -7.371 -1.217 0.139
H 3.292 -5.998 -0.316 0.122
H 2.443 -7.289 0.472 0.129
H 2.463 -4.446 1.279 0.132
H 1.082 -5.367 1.590 0.157
O -1.657 -0.348 1.874 0.018
C -2.494 -0.236 2.736 -0.456
O -2.327 -0.553 4.003 0.083
C -3.420 -0.177 4.825 -0.135
C -4.605 0.001 3.885 -0.131
C -3.885 0.407 2.584 -0.046
H -3.244 0.790 5.305 0.135
H -3.644 -0.829 5.665 0.139
H -5.311 0.776 4.174 0.125
H -5.179 -0.903 3.683 0.123
H -3.689 1.482 2.591 0.133
H -4.438 0.074 1.713 0.130
O 0.816 0.992 -2.600 -0.007
C 1.152 1.180 -3.765 -0.468
O 0.323 1.800 -4.574 0.071
C 0.880 1.902 -5.950 -0.052
C 2.379 1.734 -5.694 -0.139
C 2.398 0.816 -4.482 -0.066
H 0.517 2.815 -6.402 0.136
H 0.506 1.000 -6.432 0.136
H 2.931 2.668 -5.583 0.127
H 2.937 1.269 -6.508 0.128
H 3.299 0.967 -3.890 0.139
H 2.376 -0.220 -4.829 0.147
O 0.048 2.332 -0.108 0.046
C 0.053 3.224 0.725 -0.419
O -0.615 3.063 1.867 0.061
C -0.327 4.154 2.799 -0.084
C 0.264 5.226 1.906 -0.133
C 0.671 4.595 0.581 -0.026
H 0.373 3.748 3.526 0.138
H -1.224 4.577 3.238 0.137
H 1.011 5.884 2.346 0.136
H -0.566 5.884 1.637 0.126
H 1.742 4.411 0.479 0.146
H 0.259 5.147 -0.257 0.145